Here is C10H13N3 in the gas phase from the OMol25 dataset. Energies are from ωB97M-V/def2-TZVPD.

Energy relative to the best compared isomer or geometry (same formula, charge and spin), eV: 2.1242
E_HOMO, eV: -8.220
Lowest unoccupied orbital energy, hartree: 0.0307
SMILES: c1cncc(N2C[C@@H]3CNC[C@@H]32)c1
DFT total energy, a.u.: -553.039485
Frontier orbital gap, eV: 9.1

Last column: Mulliken charge in e.
Element x y z (Å)
C1 0.26540 -0.25727 -3.71868  -0.27
C2 1.49308 -0.91794 -3.68954  -0.45
N1 2.21882 -0.92583 -2.56274  -0.60
C3 1.71139 -0.50102 -1.44656  -0.26
C4 0.41364 -0.03376 -1.25933  0.49
N2 -0.17158 0.32975 -0.05348  0.02
C5 -1.59097 0.06402 0.20033  -1.11
C6 -1.28045 -0.36703 1.57068  0.08
C7 -1.23654 0.88169 2.62655  -0.82
N3 0.05800 0.93913 3.24314  -0.38
C8 0.97015 0.39861 2.25444  -1.07
C9 0.21950 -0.38227 1.17695  -0.01
C10 -0.32448 0.09028 -2.49050  -0.46
H1 -0.39299 -0.03458 -4.63494  0.27
H2 2.04572 -1.30307 -4.54801  0.35
H3 2.31748 -0.55363 -0.56983  0.51
H4 -2.15351 -0.62229 -0.48621  0.37
H5 -2.18924 0.96773 0.14463  0.39
H6 -1.81402 -1.21127 2.01341  0.42
H7 -2.01455 0.85295 3.33819  0.49
H8 -1.32095 1.88095 2.02232  0.25
H9 0.12117 0.38440 4.06264  0.30
H10 1.45363 1.31935 1.76135  0.26
H11 1.91798 -0.19591 2.60586  0.29
H12 0.56372 -1.44606 0.93984  0.59
H13 -1.28041 0.64308 -2.50051  0.33

Atoms 1-6, force components in eV/Å:
-1.8 -0.1 -0.2
0.6 1.0 0.1
0.3 -0.9 -1.4
-0.8 0.3 1.7
-1.6 0.3 -2.7
0.7 -0.6 -0.5



Here is a 6-piece molecular cluster, C28H50F12N2O8 overall from the OMol25 dataset. Energies are from ωB97M-V/def2-TZVPD.

E_HOMO, eV: -8.297
Lowest unoccupied orbital energy, hartree: 0.0136
SMILES: CCOC(=O)C(F)(F)F.CCOC(=O)C(F)(F)F.CCOC(=O)C(F)(F)F.CCOC(=O)C(F)(F)F.CCN(CC)CC.CCN(CC)CC
DFT total energy, a.u.: -3006.644165
Frontier orbital gap, eV: 8.7

Last column: Mulliken charge in e.
Element x y z (Å)
C1 -3.41148 3.28783 -0.54044  -0.85
C2 -4.73680 2.58511 -0.48675  -0.27
O1 -4.46700 1.26069 -0.39901  -0.33
C3 -3.88972 0.54695 -1.42537  0.42
O2 -3.72146 0.96048 -2.58879  -0.59
C4 -3.40788 -0.84593 -0.97263  0.96
F1 -3.18197 -0.85570 0.31457  -0.26
F2 -4.38338 -1.75014 -1.17868  -0.30
F3 -2.30837 -1.11442 -1.62113  -0.15
H1 -3.52621 4.28101 -0.10433  0.34
H2 -3.22623 3.53219 -1.58647  0.38
H3 -2.59657 2.76825 -0.03832  0.04
H4 -5.41295 2.75889 -1.32518  0.31
H5 -5.35545 2.85952 0.36810  0.33
C5 -4.19514 0.94229 6.73224  -1.14
C6 -4.21266 0.75298 5.15433  -0.43
O3 -3.22532 1.56856 4.51707  -0.03
C7 -3.44648 2.91919 4.34788  0.22
O4 -4.41780 3.45924 4.74096  -0.50
C8 -2.24659 3.54608 3.57677  0.89
F4 -1.27789 3.95009 4.40160  -0.26
F5 -1.68562 2.71716 2.72841  -0.21
F6 -2.67708 4.56726 2.85825  -0.26
H6 -3.40409 0.41263 7.26321  0.21
H7 -5.01024 0.46455 7.27900  0.48
H8 -4.37332 1.97375 7.03585  0.34
H9 -5.21116 0.89348 4.74058  0.36
H10 -4.04483 -0.31635 5.02770  0.36
C9 0.68513 1.46879 5.98920  -1.29
C10 -0.64234 1.53620 6.71534  0.22
O5 -0.41318 1.31788 8.10784  -0.31
C11 -0.57290 2.25891 9.00565  0.50
O6 -0.69219 3.45474 8.72071  -0.56
C12 -0.55123 1.64045 10.44354  0.78
F7 -1.57760 2.08510 11.22256  -0.26
F8 -0.61643 0.31488 10.41656  -0.22
F9 0.50707 2.11775 11.14704  -0.24
H11 0.56893 1.68818 4.92783  0.18
H12 1.24795 0.54603 6.12880  0.36
H13 1.37952 2.22526 6.35771  0.38
H14 -1.12803 0.64202 6.32430  -0.03
H15 -1.25010 2.42267 6.53987  0.44
C13 -0.87236 -0.60704 -4.68579  -1.02
C14 -0.32930 0.75087 -4.44590  -0.29
O7 1.02310 0.89004 -4.93132  -0.16
C15 1.61545 2.05840 -4.81973  0.42
O8 1.22279 3.02468 -4.13912  -0.59
C16 2.96610 2.21829 -5.56178  0.83
F10 3.21103 1.02037 -6.23799  -0.24
F11 2.86953 3.18385 -6.43220  -0.25
F12 4.00673 2.58785 -4.79609  -0.25
H16 -1.93460 -0.49733 -4.90777  0.47
H17 -0.81813 -1.23998 -3.80031  0.18
H18 -0.52857 -1.14386 -5.56980  0.25
H19 -0.35805 0.96299 -3.37711  0.14
H20 -0.89461 1.51967 -4.97262  0.49
C17 2.66930 -1.26344 -1.36860  -0.81
C18 1.23348 -1.01467 -1.00214  0.04
N1 1.12585 -0.56339 0.35289  0.03
C19 -0.29714 -0.47222 0.80292  -0.10
C20 -0.36450 -0.24255 2.29347  -1.30
C21 1.97534 0.60646 0.71501  -0.65
C22 1.50825 1.93206 0.15612  -0.66
H21 3.04080 -0.27022 -1.62340  0.35
H22 2.64899 -1.89906 -2.25349  -0.35
H23 3.33562 -1.72090 -0.63810  0.29
H24 0.71268 -0.35712 -1.70274  -0.17
H25 0.70592 -1.95893 -1.14728  0.52
H26 -0.75434 0.28407 0.16114  0.04
H27 -0.84748 -1.37725 0.54622  0.46
H28 -1.38172 -0.56305 2.51972  0.48
H29 0.32906 -0.90183 2.81550  0.30
H30 -0.09130 0.78244 2.54159  0.10
H31 3.03027 0.48184 0.47059  0.42
H32 2.06813 0.65718 1.80061  0.39
H33 1.43478 1.91335 -0.93256  0.07
H34 2.25831 2.71732 0.25895  0.46
H35 0.56370 2.33938 0.51707  0.00
C23 4.44459 -1.76170 -4.47731  -0.68
C24 4.22123 -3.20245 -4.10419  -0.57
N2 3.22675 -3.89926 -4.97908  0.06
C25 1.86931 -3.35873 -4.74704  0.24
C26 0.92204 -3.67187 -5.88583  -1.51
C27 3.25425 -5.31978 -4.74482  -0.53
C28 4.52156 -5.95188 -5.33481  -1.30
H36 4.89316 -1.64583 -5.46352  0.35
H37 4.92597 -1.19709 -3.67866  0.38
H38 3.48587 -1.24598 -4.54330  -0.21
H39 5.12737 -3.80239 -4.02006  0.35
H40 3.81041 -3.37373 -3.10641  0.39
H41 1.54217 -3.83411 -3.81864  0.21
H42 1.84377 -2.30601 -4.46666  -0.06
H43 0.89832 -4.70641 -6.22985  0.40
H44 -0.12943 -3.41811 -5.75318  0.34
H45 1.32663 -3.19174 -6.77792  0.36
H46 2.37785 -5.72675 -5.25008  0.35
H47 3.05620 -5.59103 -3.70506  0.38
H48 4.61009 -5.63664 -6.37375  0.30
H49 4.40025 -7.03564 -5.30876  0.45
H50 5.39758 -5.80564 -4.70336  0.34

Atoms 1-6, force components in eV/Å:
-0.5 2.1 -0.7
-0.7 1.9 -0.3
1.0 -5.4 -0.7
-0.6 3.2 -2.3
-0.6 -1.3 3.7
-1.7 1.1 0.1



Here is an isolated ion of composition C9H11N2S and charge +1 from the OMol25 dataset. Energies are from ωB97M-V/def2-TZVPD.

Energy relative to the best compared isomer or geometry (same formula, charge and spin), eV: 4.5595
E_HOMO (spin up / spin down), eV: -11.907 / -12.461
Lowest unoccupied orbital energy (spin up / spin down), hartree: -0.1956 / -0.1944
Total charge: +1
DFT total energy, a.u.: -856.818329
Frontier orbital gap (spin up / spin down), eV: 6.6 / 7.2

Last column: Mulliken charge in e.
Element x y z (Å)
C1 0.49677 2.17247 2.68611  -0.33
C2 -0.11893 2.64250 1.56093  -0.82
C3 1.17285 0.92806 2.69180  -0.73
C4 -0.13964 1.90179 0.35886  -0.37
C5 1.24291 0.22532 1.50223  -0.04
C6 0.55458 0.66011 0.31936  0.48
C7 -1.60300 -0.78606 -1.38407  0.31
C8 0.86929 -1.32619 -0.88742  -0.64
C9 0.37074 -2.02254 -2.19389  -0.73
N1 0.44428 0.01849 -0.82046  -0.42
N2 -1.09109 -1.62761 -2.21964  -0.06
S1 -3.06036 -0.04435 -1.08557  -0.15
H1 0.50955 2.59298 3.59620  0.50
H2 -0.53420 3.56604 1.76591  0.40
H3 1.62233 0.77227 3.62388  0.41
H4 -0.62773 2.17602 -0.44895  0.85
H5 1.83464 -0.77496 1.35712  0.26
H6 0.44792 -1.92091 0.07107  0.45
H7 1.99094 -1.54950 -0.95468  0.39
H8 0.77876 -1.63819 -3.03034  0.41
H9 0.64572 -3.02712 -2.04768  0.40
H10 -1.71123 -1.93988 -2.91530  0.22
H11 -4.09510 -0.99873 -1.54548  0.21

Atoms 1-6, force components in eV/Å:
0.9 -3.6 -2.5
0.3 -1.3 -1.0
-0.8 1.2 -2.2
2.7 -0.6 5.3
1.1 -2.6 -0.2
-0.5 1.9 2.1



Here is C43H54CuN8P2Se as an isolated structure from the OMol25 dataset. Energies are from ωB97M-V/def2-TZVPD.

Energy relative to the best compared isomer or geometry (same formula, charge and spin), eV: 1.6032
E_HOMO, eV: -9.557
Lowest unoccupied orbital energy, hartree: -0.0686
Total charge: +1
DFT total energy, a.u.: -6833.494808
Frontier orbital gap, eV: 7.7

Last column: Mulliken charge in e.
Element x y z (Å)
Cu1 -0.16030 0.53953 -0.51631  0.38
N1 -2.46064 -2.02877 -0.54944  0.13
P1 -1.26599 -1.24593 0.36481  -0.63
C1 -0.14585 -2.49168 1.10667  0.80
C2 1.00363 -2.84850 0.42030  -0.31
C3 1.98392 -3.60783 1.09439  -0.94
C4 1.86077 -3.97775 2.39637  -0.77
C5 0.64295 -3.73438 3.02278  -0.72
C6 -0.39407 -3.03253 2.38245  -0.58
C7 -2.20047 -0.70003 1.85297  0.13
C8 -3.59866 -0.79729 1.83555  -0.53
C9 -4.33618 -0.33547 2.94132  -0.71
C10 -3.63233 0.24504 4.00863  -0.78
C11 -2.23254 0.43455 3.99288  -0.51
C12 -1.51337 -0.06742 2.90041  0.26
P2 -2.33050 -2.02676 -2.25055  0.41
C13 -3.89322 -2.83871 -2.74362  0.37
C14 -3.96196 -3.92674 -3.58128  -0.31
C15 -5.21546 -4.45963 -3.90471  -0.80
C16 -6.32859 -3.91849 -3.27587  -0.28
C17 -6.29320 -2.83626 -2.41511  -0.84
C18 -5.04371 -2.27260 -2.17056  -0.31
C19 -1.13430 -3.36984 -2.54691  0.40
C20 -1.02186 -4.60024 -1.87533  -0.09
C21 -0.04900 -5.49311 -2.34026  -0.71
C22 0.74589 -5.25194 -3.45045  -0.51
C23 0.64609 -4.04131 -4.06219  -0.52
C24 -0.23171 -3.12394 -3.57531  -0.31
H1 -2.76977 -2.92217 -0.14418  0.53
H2 1.23820 -2.35451 -0.53861  0.75
H3 2.91023 -3.83447 0.54995  0.36
H4 2.66148 -4.32395 2.98486  0.47
H5 0.50524 -4.10100 4.01819  0.46
H6 -1.31250 -2.78828 2.91497  0.51
H7 -4.20512 -1.16811 0.97529  0.04
H8 -5.36678 -0.47699 2.92662  0.56
H9 -4.20138 0.54151 4.86458  0.42
H10 -1.69270 0.74534 4.89915  0.39
H11 -0.44218 -0.13496 2.83250  0.39
H12 -3.02293 -4.39778 -3.83589  0.40
H13 -5.30425 -5.40487 -4.44479  0.36
H14 -7.28868 -4.44898 -3.33758  0.32
H15 -7.22062 -2.49491 -1.99918  0.43
H16 -4.96731 -1.54174 -1.37896  0.25
H17 -1.67812 -4.83325 -1.06836  0.47
H18 0.16590 -6.32859 -1.71110  0.42
H19 1.57839 -5.95228 -3.65041  0.31
H20 1.39577 -3.75852 -4.79825  0.38
H21 -0.29203 -2.13367 -4.02553  0.14
C25 -0.65239 0.75544 -5.14791  -1.32
N2 -1.13588 1.86790 -4.30814  0.04
C26 -2.47642 2.26739 -4.66932  -1.15
C27 -0.73910 1.90860 -2.98516  0.64
N3 0.11847 1.10977 -2.47216  -0.21
N4 -1.19415 3.04850 -2.29630  -0.08
C28 -1.43776 3.15186 -0.90583  0.38
N5 -2.12461 4.30499 -0.53602  -0.51
N6 -1.03111 2.30131 -0.07815  0.18
H22 -0.85436 1.03423 -6.21866  0.41
H23 -1.17952 -0.14920 -4.95706  0.60
H24 0.45157 0.54525 -5.05248  0.33
H25 -2.60556 3.37680 -4.71802  0.28
H26 -3.16459 1.88758 -3.86951  0.34
H27 -2.71296 1.79740 -5.61626  0.46
H28 0.16613 0.25414 -2.96886  0.04
H29 -1.63572 3.70913 -2.88378  0.23
H30 -2.84249 4.78858 -1.15149  0.21
H31 -2.31674 4.44627 0.44743  0.20
H32 -1.16100 2.53423 0.87003  -0.05
C29 4.21616 2.72045 -2.16323  -1.03
C30 4.71707 3.18013 -0.82777  -0.30
C31 3.66624 4.07423 -0.17961  -0.91
C32 2.20667 3.57690 -0.09061  -1.00
N7 1.99508 2.96126 1.16363  1.31
C33 2.07017 1.67538 1.49583  -0.37
Se1 2.22659 0.24736 0.36113  -0.48
N8 1.82633 1.54651 2.81878  1.46
C34 1.94582 0.24356 3.51979  -0.35
C35 3.32487 0.03489 4.14300  -1.12
C36 4.55363 -0.14566 3.18302  0.00
C37 4.39605 -1.46891 2.43150  -0.67
C38 1.62167 2.82581 3.40394  0.31
C39 1.31928 3.26304 4.64119  -0.82
C40 1.16644 4.60718 4.84873  -0.81
C41 1.31143 5.53812 3.81205  -0.94
C42 1.72534 5.10996 2.56288  -1.02
C43 1.80928 3.73917 2.35970  0.63
H33 5.07072 2.46790 -2.84395  0.42
H34 3.74569 3.57658 -2.67237  0.29
H35 3.62117 1.80439 -2.13692  0.07
H36 5.62580 3.66606 -0.97107  0.50
H37 4.90512 2.25167 -0.24016  0.03
H38 3.58474 4.96392 -0.82194  0.49
H39 4.06138 4.37335 0.74376  0.44
H40 1.90135 2.91540 -0.88429  -0.04
H41 1.56827 4.50565 -0.01992  0.47
H42 1.75247 -0.61131 2.87861  -0.80
H43 1.14461 0.23060 4.29085  0.38
H44 3.34464 -0.80978 4.73007  0.64
H45 3.49499 0.87220 4.85443  0.36
H46 5.50216 -0.08452 3.75726  0.47
H47 4.61787 0.62638 2.40846  -0.15
H48 4.83187 -2.29303 2.98369  0.43
H49 4.86151 -1.50030 1.46349  0.36
H50 3.30804 -1.65011 2.32576  -0.29
H51 1.21370 2.53332 5.45622  0.41
H52 0.85858 5.02181 5.75928  0.47
H53 1.21500 6.56341 4.00445  0.51
H54 2.07022 5.82699 1.87309  0.54

Atoms 1-6, force components in eV/Å:
0.2 -0.5 0.3
-0.2 -0.9 0.7
0.3 0.5 0.3
-0.8 -0.3 0.1
0.8 0.2 0.6
0.7 0.5 -2.3